(1)
The following is a DFT calculation (the ωB97M-V functional and the def2-TZVPD basis) of a single C7H15NSi molecule in a non-equilibrium geometry.

Last column: Mulliken charge in e.
CARTESIAN COORDINATES (ANGSTROEM)
Si  1.37  1.22  0.07  0.38
N  1.42  -2.36  -1.04  -0.51
C  0.13  -0.15  -0.28  1.45
C  -0.57  -0.55  1.07  -1.34
C  -1.57  -1.73  1.04  -1.16
C  0.97  -1.38  -0.68  -0.33
C  -1.90  1.18  -1.01  -1.12
C  3.13  0.55  0.53  -1.19
C  -0.79  0.20  -1.42  -0.96
H  -1.40  2.13  -0.52  0.22
H  -1.24  -2.49  0.13  0.25
H  -1.65  -2.39  2.01  0.30
H  0.13  -0.85  1.74  0.68
H  -1.22  0.15  1.55  0.54
H  -2.58  0.74  -0.28  0.30
H  -2.28  1.61  -1.92  0.40
H  -1.39  -0.58  -1.80  0.36
H  3.10  0.44  1.60  0.33
H  -0.27  0.69  -2.17  0.63
H  0.78  1.74  1.25  -0.14
H  -2.51  -1.46  0.69  0.32
H  3.20  -0.34  0.15  0.47
H  1.34  2.30  -0.93  -0.17
H  3.80  1.34  0.19  0.29

## Properties
Energy relative to the best compared isomer or geometry (same formula, charge and spin) = 1.315 eV
SMILES = CCC(C#N)(CC)[SiH2]C
Largest force on an atom = 5.9 eV Å⁻¹
Kohn-Sham gap = 11.38 eV
E_LUMO = 0.8 eV

***

(2)
The following is a DFT calculation (the ωB97M-V functional and the def2-TZVPD basis) of a single C5H8N2 molecule.

Last column: Mulliken charge in e.
CARTESIAN COORDINATES (ANGSTROEM)
N  -0.23  0.44  -0.79  0.19
N  0.44  -1.92  1.90  -0.54
C  0.33  -0.90  0.94  0.85
C  0.49  1.18  0.11  -0.36
C  0.83  0.41  1.19  -0.75
C  -0.30  -0.87  -0.29  -0.88
C  -1.00  1.12  -1.83  -0.81
H  -0.48  2.06  -2.02  0.29
H  1.30  -1.87  2.44  0.24
H  1.33  0.74  2.09  0.32
H  0.29  -2.87  1.58  0.22
H  -0.68  -1.69  -0.88  0.32
H  -1.02  0.54  -2.75  0.31
H  0.76  2.21  -0.11  0.33
H  -2.05  1.40  -1.57  0.27

## Properties
Energy relative to the best compared isomer or geometry (same formula, charge and spin) = 0.680 eV
SMILES = Cn1ccc(N)c1
Largest force on an atom = 0.9 eV Å⁻¹
Kohn-Sham gap = 8.50 eV
E_LUMO = 1.1 eV

***

(3)
The following is a DFT calculation (the ωB97M-V functional and the def2-TZVPD basis) of a molecular structure, C18H48BCuF4O18S6 in a non-equilibrium geometry.

Last column: Mulliken charge in e.
CARTESIAN COORDINATES (ANGSTROEM)
Cu  0.35  -1.23  0.70  2.57
S  3.80  -0.16  -0.34  1.00
S  -2.40  -0.15  2.80  1.51
S  -2.19  -4.05  0.70  0.91
S  -0.08  2.07  -0.99  -1.01
S  0.87  -2.18  -2.66  -1.02
S  1.43  1.32  3.21  1.28
F  2.62  -2.11  2.05  -0.38
F  0.49  -2.47  2.77  -0.35
F  2.00  -4.18  2.72  -0.30
F  1.35  -3.23  0.81  -0.26
O  2.32  -2.45  -2.69  -0.54
O  1.05  2.94  -0.13  0.13
O  -3.04  1.30  2.35  0.09
O  2.40  -0.49  -0.28  0.12
O  0.30  1.90  -2.39  -0.45
O  4.05  0.90  -1.67  -0.53
O  -0.26  0.79  -0.29  -0.96
O  1.26  0.36  2.11  0.21
O  -3.42  -1.18  2.95  -0.82
O  0.54  -1.03  -3.77  -0.05
O  -2.41  -4.60  -0.87  0.03
O  4.44  0.49  0.84  -0.75
O  1.22  0.95  4.63  -0.73
O  0.30  -1.82  -1.38  -0.57
O  -1.90  -5.26  1.49  -0.70
O  -1.18  -0.41  2.03  0.25
O  -1.32  -2.86  0.68  -0.08
O  0.30  2.58  3.00  -0.04
C  4.74  -1.61  -0.90  -0.93
C  0.44  3.74  3.82  -0.55
C  1.70  5.06  0.43  -1.04
C  -1.93  0.28  4.50  -0.99
C  -0.12  -3.69  -3.37  -0.75
C  -4.28  1.63  2.88  -0.40
C  -0.84  4.48  3.64  -1.16
C  -3.14  -5.77  -1.08  -0.19
C  0.33  -0.49  -6.10  -1.44
C  3.35  0.57  -2.83  0.66
C  -4.75  2.84  2.13  -1.19
C  -1.48  3.16  -0.82  0.16
C  1.12  -1.28  -5.10  -0.10
C  3.01  2.24  3.02  -1.04
C  -3.98  -3.55  1.04  -0.99
C  -2.91  -6.15  -2.52  -1.33
C  3.56  1.76  -3.80  -1.42
C  1.49  4.10  -0.76  -0.30
B  1.61  -3.04  2.14  0.17
H  1.22  4.46  3.57  0.34
H  2.31  0.55  -2.51  -0.22
H  -1.27  -0.42  5.02  0.42
H  -3.16  -5.35  -3.21  0.28
H  -2.74  -6.54  -0.41  0.39
H  -0.79  5.37  4.27  0.48
H  -4.22  -2.66  0.45  0.29
H  -1.68  3.10  0.25  0.05
H  0.79  4.45  -1.52  0.48
H  2.96  2.85  2.12  0.09
H  -0.84  4.83  2.60  0.13
H  3.18  2.89  3.87  0.44
H  0.57  3.40  4.85  0.53
H  -0.27  -4.33  -2.49  0.32
H  -4.54  -4.48  1.00  0.53
H  4.24  -2.50  -0.52  0.26
H  0.18  0.54  -5.77  0.28
H  2.18  -1.04  -5.17  0.23
H  -2.30  2.86  -1.47  0.31
H  0.80  -0.61  -7.08  0.44
H  -5.63  3.37  2.49  0.43
H  4.63  1.93  -3.73  0.43
H  2.40  3.93  -1.34  -0.06
H  1.17  -2.34  -5.36  0.38
H  3.80  1.49  3.00  0.47
H  -3.52  -7.06  -2.62  0.46
H  -1.73  3.90  3.84  0.11
H  4.71  -1.71  -1.98  0.26
H  5.77  -1.53  -0.55  0.41
H  -4.89  2.49  1.11  0.28
H  0.41  -4.21  -4.17  0.46
H  -1.06  -3.34  -3.79  0.31
H  -1.36  1.21  4.41  0.04
H  -4.19  1.74  3.97  0.26
H  3.24  2.70  -3.35  0.16
H  2.23  4.78  1.34  0.20
H  -1.86  -6.43  -2.63  0.26
H  3.86  -0.34  -3.16  0.27
H  3.25  1.76  -4.85  0.34
H  -3.86  -3.32  2.10  0.30
H  -0.65  -0.97  -6.11  0.29
H  -4.87  0.73  2.74  0.40
H  -1.11  4.17  -1.00  0.22
H  -4.21  -5.65  -0.96  0.27
H  -2.82  0.51  5.07  0.47
H  2.06  6.02  0.07  0.46
H  -3.90  3.52  2.12  0.12
H  0.67  5.26  0.75  0.14

## Properties
Energy relative to the best compared isomer or geometry (same formula, charge and spin) = 0.488 eV
<S²> = 2.0019
Largest force on an atom = 3.9 eV Å⁻¹
Kohn-Sham gap (alpha / beta) = 2.17 / 8.48 eV
Multiplicity = 3
E_LUMO (alpha / beta) = 0.2 / -2.3 eV